Computed, not measured: C4H8O2 as an isolated structure, with wB97M-V/def2-TZVPD.

Properties
LUMO = 0.51 eV
Calculated total energy = -307.49140 Ha
F_max = 0.514 eV Å⁻¹
Orbital gap = 8.77 eV

Each line ends with the Mulliken charge.
Element x y z (Å)
C: 1.71 0.20 0.72  -0.60
O: 0.82 1.02 -0.02  -0.33
C: -0.41 0.28 -0.78  0.04
C: -0.91 -1.15 -0.79  -0.24
O: -2.19 -0.72 -0.61  -0.69
C: -0.93 0.86 0.41  -0.18
H: 1.22 -0.70 1.11  0.30
H: 2.54 -0.10 0.08  0.26
H: 2.10 0.80 1.56  0.25
H: -0.50 0.82 -1.72  0.30
H: -0.46 -1.77 0.03  0.12
H: -0.71 -1.67 -1.75  0.28
H: -0.97 0.24 1.30  0.25
H: -1.30 1.88 0.47  0.24